Record 1
2 unconnected molecules or ions with the total composition C9H14O, computed with ωB97M-V with the def2-TZVPD basis set.

As for the gap between HOMO and LUMO: 8.9 eV. As for the lowest unoccupied orbital energy: 0.77 eV. The energy above the lowest of the compared OMol25 structures with the same formula, charge and spin is 215.62 kJ/mol. The HOMO energy is -8.1 eV. The multiplicity is 1.

```
24
Properties=species:S:1:pos:R:3:forces:R:3:nbo_charge:R:1
C -0.6285 2.0269 1.8796 0.4 0.9 -1.5 -0.6303
C -0.3437 0.6163 1.5099 5.1 -2.3 -0.5 -0.0521
C -1.1137 -0.5638 1.3493 0.6 2.7 -0.2 -0.1925
C -0.6656 -1.8647 1.2083 1.6 1.7 0.4 -0.3088
C 0.7214 -1.9885 1.2797 -2.5 0.6 -0.3 0.3272
O 1.3797 -3.1001 1.5193 1.4 -3.4 0.3 -0.6967
C 1.5546 -0.8997 1.1651 0.1 -0.2 0.8 -0.2774
C 1.1105 0.3745 1.3918 -1.7 0.5 1.1 -0.1746
H -1.6712 2.0100 1.8639 -2.0 1.2 0.4 0.2130
H -0.2414 2.8253 1.1287 -0.7 -1.6 1.0 0.2182
H -0.2278 2.3245 2.8494 -0.2 -0.3 0.1 0.2202
H -2.1379 -0.4135 1.2858 -2.1 0.2 0.1 0.1966
H -1.4230 -2.5900 1.1163 -0.3 -1.3 0.1 0.2238
H 1.0671 -3.6930 2.2292 -0.3 0.8 -0.7 0.4984
H 2.5347 -1.3222 1.2074 1.1 1.0 0.0 0.2252
H 1.8208 1.1311 1.8109 -0.6 -0.4 -1.2 0.2108
C -0.5892 0.3293 -2.5838 -2.6 -2.7 0.4 -0.6033
C 0.1962 1.0163 -3.6444 2.2 1.9 2.4 -0.6043
H -1.6908 0.5873 -2.6174 1.0 -0.2 -0.2 0.1945
H -0.5904 -0.8676 -2.7256 0.2 2.7 0.3 0.1957
H -0.3402 0.5327 -1.5532 0.6 0.1 0.2 0.2143
H 1.2681 0.7082 -3.5003 -0.8 0.6 -0.3 0.2012
H 0.1136 2.1673 -3.6204 0.2 -1.8 0.0 0.2003
H -0.1032 0.6536 -4.5494 -0.7 -0.6 -2.7 0.2006
```
Forces are in eV/Å.


Record 2
A molecular structure, C26H33BrGe2IIrN3O4, computed with ωB97M-V with the def2-TZVPD basis set.

As for the gap between HOMO and LUMO (alpha / beta): 5.5 / 5.9 eV. The net charge is +2. As for the lowest unoccupied orbital energy (alpha / beta): -7.13 / -7.14 eV. The energy above the lowest of the compared OMol25 structures with the same formula, charge and spin is 340.25 kJ/mol. The HOMO energy (alpha / beta) is -12.7 / -13.0 eV. The multiplicity is 2.

```
71
Properties=species:S:1:pos:R:3:forces:R:3:mulliken_spin:R:1
Ir 0.3212 1.8459 -0.0700 -0.3 -0.1 -0.7 0.0142
O -1.8786 0.9669 5.4584 0.0 0.0 0.0 -0.0003
C -1.4733 2.2246 5.2570 0.0 0.0 0.0 0.0005
O -1.5459 3.1057 6.0660 0.0 0.0 0.0 0.0001
C -0.8415 2.4288 3.9294 0.0 0.0 0.0 0.0005
C 0.0725 3.4358 3.7125 0.0 0.1 0.0 0.0000
N 0.4932 3.3199 2.4485 -0.1 0.0 0.1 0.0000
N -0.1058 2.2880 1.8208 0.5 0.0 0.4 -0.0109
C -0.9273 1.7296 2.7108 0.0 0.0 -0.1 -0.0045
C -1.8027 0.5541 2.3591 0.4 -0.2 -0.2 0.0179
O -2.9022 0.4435 2.8170 -0.1 0.0 0.0 0.0013
O -1.2127 -0.2966 1.5142 -0.1 0.2 0.3 -0.0307
H -2.2821 0.9294 6.3400 0.0 0.0 0.0 -0.0001
H 0.4326 4.2018 4.3803 0.0 0.0 0.0 0.0002
H 1.1558 3.8821 1.9399 0.0 0.0 0.0 0.0002
C 1.5177 -3.0358 3.5203 0.0 0.0 0.0 -0.0061
C 0.5919 -1.8324 3.3495 0.0 0.0 0.0 0.1071
Ge -0.8189 -2.0717 1.9897 -0.1 0.0 0.0 0.7479
C -2.4925 -2.8490 2.6587 0.0 0.0 0.0 0.0831
C -2.4034 -4.3534 2.9098 0.0 0.0 0.0 0.0035
C -2.0965 -1.7571 -1.7923 0.0 0.1 0.1 0.0220
C -1.0401 -1.9953 -2.3063 0.2 0.1 0.0 0.0394
Ge 2.0156 -0.3520 -2.1820 0.0 0.1 -0.1 -0.0084
C 3.6574 -0.0252 -3.1720 0.0 0.0 0.0 -0.0003
C 4.9065 -0.8379 -2.8583 0.0 0.0 0.0 -0.0002
C 0.5423 0.9015 -2.5046 0.7 0.4 0.0 -0.0071
C -0.2064 0.8889 -3.8296 -0.1 0.1 0.1 0.0006
C 0.2305 -2.3249 -2.8718 -0.2 -0.4 -0.1 -0.0754
C 0.3869 -2.5555 -4.2386 0.0 0.0 0.2 -0.0002
C 1.5838 -3.0638 -4.7257 -0.1 0.0 -0.2 0.0004
C 2.6462 -3.3543 -3.8804 0.2 0.0 0.0 -0.0001
C 2.5382 -3.0851 -2.5332 0.1 -0.2 0.1 0.0093
C 1.3462 -2.5377 -2.0093 0.1 0.6 0.0 -0.0264
H 2.1967 -2.8893 4.3601 0.0 0.0 0.0 0.0001
H 2.1265 -3.1995 2.6287 0.0 0.0 0.0 -0.0009
H 0.9626 -3.9551 3.7106 0.0 0.0 0.0 0.0011
H 1.1504 -0.9353 3.0737 0.0 0.0 0.0 -0.0025
H 0.0603 -1.6067 4.2798 0.0 0.0 0.0 0.0223
H -3.2939 -2.5928 1.9662 0.0 0.0 0.0 -0.0037
H -2.6924 -2.2954 3.5806 0.0 0.0 0.0 0.0253
H -2.3221 -4.9131 1.9774 0.0 0.0 0.0 0.0007
H -3.2938 -4.7066 3.4291 0.0 0.0 0.0 0.0023
H -1.5450 -4.6163 3.5309 0.0 0.0 0.0 -0.0002
H -3.0373 -1.5451 -1.3345 0.0 0.0 0.0 -0.0016
H 3.8108 1.0162 -2.8584 0.0 0.0 -0.1 0.0007
H 3.4157 0.0110 -4.2360 0.0 -0.1 0.0 -0.0001
H 5.1209 -0.8514 -1.7881 0.0 0.0 0.0 0.0000
H 5.7638 -0.3836 -3.3542 0.0 0.0 0.0 0.0000
H 4.8363 -1.8641 -3.2122 0.0 0.0 0.0 0.0000
H 1.1050 1.8518 -2.4062 0.1 0.0 0.0 0.0002
H -0.1490 0.8083 -1.6374 -0.5 -0.4 0.1 0.0090
H 0.4741 0.9550 -4.6791 0.0 0.0 0.0 0.0000
H -0.8747 1.7494 -3.8803 0.0 0.0 0.0 -0.0003
H -0.8204 0.0006 -3.9369 0.0 0.0 0.0 0.0000
H -0.4488 -2.3981 -4.9006 -0.1 0.0 -0.1 0.0005
H 1.6758 -3.2705 -5.7847 0.0 0.0 0.0 0.0000
H 3.5502 -3.7940 -4.2799 0.0 0.0 0.0 -0.0001
H 3.3529 -3.3109 -1.8555 0.0 0.0 0.0 0.0000
H 1.2013 -2.4638 -0.9375 -0.1 -0.3 0.1 0.0597
I 2.3977 0.1748 0.2595 -0.1 -0.1 0.3 0.0094
Br -4.3843 6.4545 -1.1059 0.0 0.0 0.0 0.0000
C -3.0682 5.1529 -0.8691 0.0 0.0 0.0 0.0001
C -3.4156 3.8573 -0.5107 0.0 0.0 0.0 0.0000
C -2.4119 2.9306 -0.3296 0.1 0.0 0.0 0.0000
N -1.1102 3.2267 -0.4975 -0.2 0.0 0.0 0.0016
C -0.7835 4.4836 -0.8491 0.0 -0.1 -0.1 0.0003
C -1.7272 5.4686 -1.0458 0.0 0.0 0.0 -0.0001
H -4.4474 3.5727 -0.3631 0.0 0.0 0.0 0.0000
H -2.6362 1.9124 -0.0399 0.0 0.0 0.0 -0.0015
H 0.2706 4.6816 -0.9827 0.0 0.0 0.0 0.0001
H -1.4186 6.4645 -1.3298 0.0 0.0 0.0 0.0000
```
Forces are in eV/Å.


Record 3
A molecular structure, C12H17BrN4OW, computed with ωB97M-V with the def2-TZVPD basis set.

As for the gap between HOMO and LUMO (alpha / beta): 7.7 / 5.6 eV. The net charge is +2. As for the lowest unoccupied orbital energy (alpha / beta): -7.46 / -10.72 eV. The energy above the lowest of the compared OMol25 structures with the same formula, charge and spin is 58.53 kJ/mol. The HOMO energy (alpha / beta) is -15.1 / -16.4 eV. The multiplicity is 3.

```
36
Properties=species:S:1:pos:R:3:forces:R:3:mulliken_spin:R:1
W -0.2162 -0.0361 -0.2408 0.6 0.6 0.0 0.8950
O -4.8684 2.9443 0.8516 -0.1 0.1 -0.1 0.0094
C -3.8490 2.1272 0.9694 0.4 -0.2 -0.1 0.0224
C -3.5645 1.3832 2.1382 0.0 0.0 0.0 0.0137
C -2.4707 0.5566 2.1850 -0.1 0.0 0.3 -0.0016
N -1.6770 0.4687 1.1074 -0.1 0.1 -0.4 -0.0091
C -1.9444 1.1473 -0.0304 0.3 -0.6 0.4 0.0492
Br 0.7610 0.6625 -2.3598 -0.3 -0.1 0.4 0.2427
C -3.0039 2.0003 -0.1499 -0.2 0.2 -0.2 -0.0036
H -5.4406 2.9893 1.6288 0.0 0.0 0.1 -0.0002
H -4.2093 1.4610 3.0044 0.0 0.0 0.0 0.0003
H -2.2238 -0.0301 3.0592 0.0 0.0 0.0 -0.0005
H -3.2264 2.5475 -1.0554 0.0 0.0 0.0 -0.0001
N 3.2537 1.6336 1.5470 0.0 0.1 0.0 0.0135
C 3.4578 0.3434 1.9616 -0.1 -0.2 0.0 -0.0055
C 2.4086 -0.3742 1.4910 0.1 0.0 0.1 0.0114
N 1.5759 0.4821 0.7872 -0.4 0.1 -0.3 -0.0057
C 2.1268 1.6943 0.8410 0.1 0.0 -0.1 0.0303
H 3.8661 2.4140 1.7371 0.0 0.0 0.0 -0.0011
H 4.3082 0.0412 2.5476 0.0 0.0 0.0 -0.0004
H 2.1956 -1.4214 1.5989 0.0 0.0 0.0 -0.0050
H 1.7459 2.5859 0.3711 0.0 0.0 0.0 0.0019
C 1.3544 -3.7130 -0.4999 0.0 0.2 0.1 0.0692
C -0.0850 -3.1742 -0.6873 -0.1 -0.4 -0.5 0.0119
C -1.0258 -3.9279 0.3224 -0.1 0.2 0.2 0.1399
C -0.5759 -3.3522 -2.1293 0.0 0.0 0.1 0.0033
N -0.1332 -1.8341 -0.3087 -0.1 0.1 0.0 0.5147
H 1.3691 -4.7670 -0.7703 -0.1 0.0 0.0 0.0029
H 1.6732 -3.6190 0.5377 0.0 0.0 0.0 -0.0015
H 2.0383 -3.1696 -1.1513 0.0 0.0 0.0 -0.0005
H -0.9985 -4.9862 0.0691 0.1 0.0 -0.1 0.0087
H -2.0440 -3.5557 0.2268 0.0 0.0 0.0 -0.0045
H -0.6709 -3.7903 1.3422 0.0 0.0 0.0 -0.0023
H -0.5919 -4.4110 -2.3829 0.0 0.0 0.0 -0.0012
H 0.0968 -2.8443 -2.8212 0.0 0.0 0.0 0.0040
H -1.5807 -2.9470 -2.2460 0.0 0.0 0.0 -0.0015
```
Forces are in eV/Å.


Record 4
A molecular structure, C23H28Cl3N3O2PtSbSe2Si, computed with ωB97M-V with the def2-TZVPD basis set.

As for the gap between HOMO and LUMO: 7.0 eV. The net charge is +1. As for the lowest unoccupied orbital energy: -2.89 eV. The HOMO energy is -9.9 eV. The multiplicity is 1.

```
64
Properties=species:S:1:pos:R:3:forces:R:3:nbo_charge:R:1
Pt -0.6477 0.1623 0.0495 -0.4 0.1 0.2 0.5074
C 1.0479 0.4502 -2.9265 0.1 -0.1 0.0 -0.6748
C -0.4019 0.1321 -3.0600 0.0 0.1 0.0 0.2801
C -1.0397 0.0409 -4.2962 0.0 0.0 0.0 -0.2298
C -2.3785 -0.2815 -4.3581 0.0 0.0 0.0 -0.1190
C -3.0685 -0.5507 -3.1777 0.0 0.0 0.0 -0.2718
C -2.4017 -0.4564 -1.9751 0.0 -0.1 -0.1 -0.0816
N -1.0933 -0.0939 -1.9391 0.1 -0.1 0.0 -0.5250
Sb -3.4346 -1.2118 -0.1956 0.1 0.1 -0.1 1.1510
C -1.7892 -2.5745 0.1592 -0.2 -0.2 0.0 -0.0801
C -2.0024 -3.9348 0.2793 0.1 0.0 0.0 -0.2641
C -0.9117 -4.7622 0.5234 0.0 0.0 0.0 -0.1269
C 0.3434 -4.1980 0.6352 0.0 0.0 0.0 -0.2345
C 0.4971 -2.8206 0.5058 0.1 0.0 0.0 0.2586
C 1.8317 -2.1572 0.6465 0.0 0.0 0.0 -0.6670
N -0.5622 -2.0384 0.2722 -0.1 0.1 0.0 -0.5598
C -2.8958 -0.1224 1.6195 -0.1 0.0 0.2 -0.0692
C -3.9057 0.0361 2.5449 0.0 0.0 0.0 -0.2845
C -3.6034 0.5754 3.7921 0.0 0.0 0.0 -0.1166
C -2.2935 0.8829 4.0870 0.0 0.0 0.0 -0.2295
C -1.2983 0.6916 3.1296 0.1 0.0 0.0 0.2758
C 0.1380 0.9658 3.4281 0.0 -0.1 0.0 -0.6598
N -1.6178 0.2317 1.9136 0.1 0.0 -0.2 -0.5404
H 1.4199 0.9764 -3.8034 0.0 0.0 0.0 0.2412
H 1.2342 1.0545 -2.0366 0.0 -0.1 -0.1 0.2625
H 1.6027 -0.4878 -2.8235 0.0 0.0 0.0 0.2314
H -0.4714 0.2433 -5.1932 0.0 0.0 0.0 0.2379
H -2.8881 -0.3284 -5.3114 0.0 0.0 0.0 0.2384
H -4.1150 -0.8252 -3.1973 0.0 0.0 0.0 0.2391
H -2.9993 -4.3431 0.1805 0.0 0.0 0.0 0.2356
H -1.0433 -5.8317 0.6218 0.0 0.0 0.0 0.2372
H 1.2154 -4.8095 0.8222 0.0 0.0 0.0 0.2348
H 2.6374 -2.8363 0.3725 0.0 0.0 0.0 0.2352
H 1.8768 -1.2556 0.0322 0.0 0.0 0.0 0.2412
H 1.9866 -1.8583 1.6872 0.0 0.0 0.0 0.2382
H -4.9196 -0.2486 2.2961 0.0 0.0 0.0 0.2388
H -4.3845 0.7374 4.5231 0.0 0.0 0.0 0.2382
H -2.0154 1.2751 5.0552 0.0 0.0 0.0 0.2385
H 0.3257 0.8656 4.4958 0.0 0.0 0.0 0.2363
H 0.7658 0.2598 2.8845 0.0 0.0 0.0 0.2260
H 0.4255 1.9706 3.1176 0.0 0.0 0.0 0.2675
O 5.4420 0.8082 -2.7319 0.0 0.0 0.0 -0.7444
C 4.6386 0.4178 -1.6224 0.0 0.0 0.0 -0.0637
C 5.0970 1.1858 -0.3852 -0.1 0.0 0.0 -0.1432
C 6.5619 0.8337 -0.0489 0.0 0.0 0.0 -0.0464
O 7.5023 1.3912 -0.9342 0.0 0.0 0.0 -0.7144
C 4.2344 0.7579 0.8042 0.1 0.0 0.0 -0.5454
Se 2.4518 1.5849 0.7938 0.1 0.3 -0.3 0.0750
C 4.9842 2.6958 -0.5767 -0.1 0.1 -0.1 -0.5535
Se 3.1169 3.2495 -0.7787 0.0 -0.3 0.3 0.1658
H 5.1501 0.3491 -3.5242 0.0 0.0 0.0 0.4851
H 4.7531 -0.6567 -1.4302 0.0 0.0 0.0 0.1636
H 3.5859 0.6330 -1.8138 -0.1 0.0 0.0 0.1812
H 6.6584 -0.2600 0.0008 0.0 0.0 0.0 0.1618
H 6.8043 1.2288 0.9396 0.0 0.0 0.0 0.1838
H 7.2508 1.1390 -1.8317 0.0 0.0 0.0 0.4885
H 4.7105 1.0633 1.7340 0.0 0.0 0.0 0.2312
H 4.0992 -0.3249 0.8217 0.0 0.0 0.0 0.2232
H 5.4711 3.0103 -1.4973 0.1 0.0 0.0 0.2627
H 5.4289 3.2248 0.2639 0.0 0.0 0.0 0.2315
Cl -3.2227 2.5846 -0.3698 -0.1 0.0 0.0 -0.3890
Si -1.1651 2.3714 -0.2473 0.3 0.1 0.1 1.0415
Cl -0.4355 3.2507 -1.9654 -0.1 0.0 0.0 -0.3770
Cl -0.5609 3.6466 1.2585 -0.1 0.0 0.0 -0.3745
```
Forces are in eV/Å.


Record 5
A molecular structure, C10H13Cl3N5OZr, computed with ωB97M-V with the def2-TZVPD basis set.

As for the gap between HOMO and LUMO: 5.0 eV. The net charge is +3. As for the lowest unoccupied orbital energy: -12.34 eV. The energy above the lowest of the compared OMol25 structures with the same formula, charge and spin is 0.00 kJ/mol. The HOMO energy is -17.3 eV. The multiplicity is 1.

```
33
Properties=species:S:1:pos:R:3:forces:R:3:nbo_charge:R:1
Zr 0.8115 0.0349 0.2727 -0.8 0.2 0.2 2.4778
Cl 6.5091 4.4669 -0.1085 -0.1 0.0 0.0 0.1625
C 4.9753 3.7238 -0.0810 0.2 0.1 0.0 0.0057
C 4.9122 2.3251 0.0531 -0.2 0.2 0.0 -0.2280
C 3.6471 1.8181 0.0645 0.2 -0.4 0.0 0.0061
Cl 3.3789 0.0224 0.2533 0.5 0.2 0.0 0.0444
C 2.4781 2.5557 -0.0449 -0.3 -0.5 0.0 0.1572
O 1.3075 1.8225 0.0079 0.2 0.1 0.0 -0.7381
C 2.5613 3.9292 -0.1651 0.2 0.2 -0.1 -0.0328
Cl 1.1534 4.8830 -0.2961 0.0 -0.1 0.0 0.1379
C 3.8312 4.5062 -0.1826 -0.1 -0.1 0.0 -0.1978
H 5.8042 1.7215 0.1428 0.0 0.0 0.0 0.2885
H 3.9228 5.5796 -0.2794 0.0 0.0 0.0 0.2871
C -4.0774 0.1967 0.2267 0.1 -0.2 0.0 -0.4328
N -3.4045 -1.1267 0.1512 -0.2 0.0 0.0 -0.2840
C -4.2974 -2.3004 -0.0372 0.1 0.1 0.2 -0.4456
C -2.1050 -1.2394 0.1505 0.1 0.1 -0.1 0.6907
N -1.2672 -0.1715 0.2358 0.2 -0.2 -0.1 -1.0196
N -1.5740 -2.5124 0.0500 0.0 -0.1 0.1 -0.5864
C -0.2757 -2.9455 -0.0956 0.1 0.0 0.0 0.6987
N -0.1213 -4.2489 -0.2027 0.0 0.0 0.0 -0.6973
N 0.7646 -2.1044 -0.1240 0.0 0.1 -0.1 -1.0138
H -5.0663 0.0392 0.6429 0.0 0.0 0.0 0.2711
H -4.1602 0.6189 -0.7742 0.0 0.1 0.0 0.2543
H -3.5534 0.8660 0.9061 0.0 0.0 0.0 0.2250
H -5.3112 -1.9802 0.1728 0.0 0.0 -0.1 0.2782
H -4.0652 -3.0796 0.6916 0.0 0.0 0.0 0.2279
H -4.2330 -2.6623 -1.0630 0.0 0.0 0.0 0.2501
H -1.7957 0.6975 0.1912 0.0 0.0 0.0 0.4392
H -2.2644 -3.2504 0.0601 0.0 0.0 0.0 0.4480
H -0.8968 -4.8977 -0.1877 0.0 0.0 0.0 0.4455
H 0.7941 -4.6661 -0.3074 0.0 0.0 0.0 0.4517
H 1.6175 -2.6214 -0.3240 0.0 0.0 0.0 0.4288
```
Forces are in eV/Å.


Record 6
A single C3H7NO2 molecule, computed with ωB97M-V with the def2-TZVPD basis set.

As for the gap between HOMO and LUMO: 10.1 eV. As for the lowest unoccupied orbital energy: 0.90 eV. The energy above the lowest of the compared OMol25 structures with the same formula, charge and spin is 158.41 kJ/mol. The HOMO energy is -9.2 eV. The multiplicity is 1.

```
13
Properties=species:S:1:pos:R:3:forces:R:3:nbo_charge:R:1
C 1.1097 -1.7635 0.8418 0.3 0.0 0.0 -0.4263
N -0.2112 -1.2615 0.6236 0.0 0.2 -0.1 -0.6004
C -0.4905 -0.1528 0.0877 0.2 -0.4 0.2 0.8024
O -1.8097 0.1066 -0.0087 0.0 0.0 0.0 -0.6906
O 0.3422 0.7800 -0.3868 0.0 -0.3 0.1 -0.5034
C -0.2075 1.9687 -0.9645 -0.1 0.2 -0.1 -0.2511
H 1.2010 -2.7275 0.3280 0.1 0.1 0.1 0.1968
H 1.2315 -1.9553 1.9143 0.1 0.0 -0.2 0.1968
H 1.9030 -1.0912 0.4998 0.0 -0.1 0.0 0.1841
H -2.0904 -0.7346 0.4100 -0.7 0.5 -0.2 0.5117
H -0.8341 1.7347 -1.8295 0.1 0.0 0.1 0.1910
H 0.6498 2.5657 -1.2833 -0.1 -0.2 0.1 0.1982
H -0.7938 2.5309 -0.2324 0.1 -0.1 -0.1 0.1908
```
Forces are in eV/Å.


Listing energy for the structures above in their given order: -11605.4019 -234154.5834 -92579.7931 -218792.4033 -58900.7455 -8808.8870 eV.
Listing F_max for the structures above in their given order: 0.10824 0.01613 0.01680 0.00975 0.01603 0.01613 Eh/bohr.